Below is C27H40N8O8P2PtS as an isolated structure, with properties calculated with wB97M-V/def2-TZVPD.

Values from the calculation:
**DFT total energy**: -3292.489024 Eh
**Spin multiplicity**: 5
**M**: 893.76 g/mol
**Expectation value of S²**: 6.058
**Highest occupied orbital energy (spin up / spin down)**: -0.5006 / -0.5008 Eh
**Total charge**: +2
**Frontier orbital gap (spin up / spin down)**: 7.22 / 5.41 eV
**LUMO (spin up / spin down)**: -6.397 / -8.213 eV
**ΔE to the lowest compared entry with this formula, charge and spin**: 51.10 kcal/mol

CARTESIAN COORDINATES (ANGSTROEM)
Pt  -0.05  0.91  0.71
O  -3.46  5.36  0.48
C  -3.60  4.82  -0.73
C  -4.28  5.51  -1.74
C  -4.45  4.95  -2.98
C  -3.97  3.66  -3.27
C  -3.31  2.98  -2.30
C  -3.08  3.54  -1.00
C  -2.29  2.76  -0.11
O  -1.95  1.59  -0.34
N  -1.86  3.42  1.12
N  -0.88  2.71  1.61
C  -0.45  3.05  2.81
C  0.73  2.37  3.29
C  1.29  2.69  4.51
C  2.46  2.05  4.90
C  3.02  1.13  4.04
C  2.39  0.84  2.83
N  1.27  1.44  2.46
H  -3.87  6.23  0.50
H  -4.68  6.49  -1.52
H  -4.97  5.52  -3.74
H  -4.11  3.23  -4.25
H  -2.94  1.98  -2.49
H  -0.95  3.83  3.39
H  0.82  3.44  5.14
H  2.93  2.29  5.84
H  3.95  0.63  4.29
H  2.79  0.11  2.14
C  -0.95  -5.90  -1.21
N  -1.24  -4.48  -1.44
C  -2.61  -4.21  -1.91
P  -0.23  -3.29  -1.07
O  -0.73  -1.97  -1.54
O  -0.11  -3.40  0.57
P  0.15  -2.33  1.71
O  0.78  -1.06  1.18
N  1.13  -3.01  2.78
C  0.72  -3.70  4.01
C  2.57  -3.08  2.48
N  -1.30  -2.17  2.43
C  -2.53  -2.67  1.77
C  -1.53  -0.91  3.16
N  1.32  -3.57  -1.47
C  1.81  -3.09  -2.78
C  2.17  -4.62  -0.90
H  -1.20  -6.47  -2.11
H  -1.54  -6.28  -0.38
H  0.10  -6.06  -0.99
H  -2.74  -4.59  -2.92
H  -2.81  -3.14  -1.92
H  -3.33  -4.70  -1.26
H  -0.35  -3.68  4.12
H  1.18  -3.22  4.88
H  1.05  -4.74  3.98
H  2.78  -2.65  1.50
H  2.90  -4.12  2.48
H  3.15  -2.53  3.23
H  -2.36  -3.64  1.33
H  -2.87  -1.98  0.99
H  -3.30  -2.76  2.52
H  -0.71  -0.70  3.85
H  -2.44  -1.01  3.75
H  -1.66  -0.07  2.50
H  1.17  -2.28  -3.15
H  1.82  -3.89  -3.52
H  2.82  -2.70  -2.66
H  1.86  -4.87  0.11
H  3.20  -4.26  -0.86
H  2.17  -5.53  -1.51
N  0.53  0.73  -1.31
C  1.28  1.78  -1.98
C  1.78  2.83  -1.23
C  2.46  3.86  -1.86
C  2.66  3.75  -3.25
C  2.12  2.71  -4.02
C  1.45  1.70  -3.36
S  3.63  5.03  -4.09
O  2.22  5.67  -4.14
O  4.52  5.68  -3.18
O  4.11  4.57  -5.34
H  0.99  -0.18  -1.35
H  -0.36  0.55  -1.77
H  1.63  2.85  -0.16
H  2.87  4.70  -1.32
H  2.28  2.69  -5.09
H  1.04  0.86  -3.91

=====

Below is a 9-piece molecular cluster, C27H40O23 overall, with properties calculated with wB97M-V/def2-TZVPD.

Values from the calculation:
**DFT total energy**: -2783.373443 Eh
**M**: 732.59 g/mol
**Highest occupied orbital energy**: -0.3607 Eh
**Frontier orbital gap**: 10.02 eV
**LUMO**: 0.201 eV

CARTESIAN COORDINATES (ANGSTROEM)
O  4.45  -2.45  -3.36
C  4.16  -1.38  -2.97
O  4.44  -0.24  -3.56
C  3.79  0.85  -2.95
C  3.26  0.27  -1.64
O  3.31  -1.15  -1.96
H  4.62  1.59  -2.80
H  3.00  1.28  -3.61
H  2.19  0.45  -1.58
H  3.84  0.36  -0.73
O  -7.21  3.35  -4.23
C  -6.33  3.35  -3.41
O  -6.63  3.02  -2.16
C  -5.35  2.95  -1.47
C  -4.34  3.56  -2.35
O  -5.06  3.66  -3.64
H  -5.50  3.37  -0.48
H  -5.11  1.92  -1.34
H  -3.46  2.91  -2.50
H  -4.00  4.54  -2.04
O  2.24  2.87  -1.61
C  1.88  3.86  -1.01
O  2.76  4.89  -0.79
C  2.20  5.91  0.03
C  0.83  5.27  0.47
O  0.66  4.20  -0.52
H  2.88  6.06  0.85
H  2.09  6.83  -0.56
H  0.08  5.95  0.32
H  0.82  4.79  1.44
O  0.88  -2.88  -0.36
C  1.66  -3.55  -1.03
O  2.74  -4.13  -0.44
C  3.44  -4.96  -1.44
C  2.41  -5.09  -2.49
O  1.57  -3.90  -2.30
H  4.27  -4.35  -1.85
H  3.72  -5.92  -0.91
H  1.79  -6.03  -2.46
H  2.85  -5.03  -3.50
O  -1.29  -2.87  5.85
C  -0.41  -3.00  5.07
O  -0.15  -4.13  4.36
C  0.91  -3.91  3.38
C  1.37  -2.50  3.68
O  0.46  -2.00  4.67
H  1.69  -4.65  3.60
H  0.47  -4.00  2.39
H  1.20  -1.82  2.86
H  2.43  -2.44  4.10
O  -1.79  1.77  4.06
C  -2.64  0.94  4.24
O  -2.62  0.01  5.21
C  -3.70  -0.87  4.93
C  -4.70  0.03  4.17
O  -3.84  1.01  3.61
H  -3.39  -1.75  4.41
H  -4.14  -1.15  5.88
H  -5.35  0.52  4.91
H  -5.27  -0.45  3.41
O  -0.90  -4.68  -4.97
C  -0.32  -3.68  -4.79
O  -0.81  -2.60  -4.15
C  0.15  -1.51  -4.26
C  1.44  -2.17  -4.73
O  0.95  -3.44  -5.23
H  -0.36  -0.86  -4.95
H  0.26  -1.03  -3.27
H  2.16  -2.35  -3.95
H  1.96  -1.67  -5.53
C  1.26  1.42  2.84
C  1.92  2.71  3.13
C  1.75  3.38  4.43
O  2.58  3.27  2.25
H  1.04  1.31  1.77
H  0.42  1.25  3.48
H  1.83  0.48  3.01
H  2.40  2.94  5.17
H  0.71  3.27  4.80
H  1.93  4.42  4.25
C  -2.34  -1.58  -0.37
C  -1.94  -0.33  -1.15
C  -0.59  0.29  -0.85
O  -2.72  0.11  -2.01
H  -1.49  -2.35  -0.57
H  -3.33  -1.94  -0.67
H  -2.34  -1.48  0.77
H  -0.23  0.80  -1.74
H  0.16  -0.56  -0.68
H  -0.59  0.89  0.09

=====

Below is C27H41NP2Pt as an isolated structure, with properties calculated with wB97M-V/def2-TZVPD.

Values from the calculation:
**DFT total energy**: -1909.787347 Eh
**Spin multiplicity**: 3
**M**: 636.66 g/mol
**Expectation value of S²**: 2.080
**Highest occupied orbital energy (spin up / spin down)**: -0.2150 / -0.2492 Eh
**Frontier orbital gap (spin up / spin down)**: 5.30 / 6.65 eV
**LUMO (spin up / spin down)**: -0.550 / -0.134 eV
**ΔE to the lowest compared entry with this formula, charge and spin**: 52.74 kcal/mol

CARTESIAN COORDINATES (ANGSTROEM)
P  1.48  1.95  -2.92
P  1.34  -0.96  -0.38
C  2.65  0.56  -2.72
C  2.30  -0.74  -2.00
H  3.56  0.99  -2.30
H  2.95  0.29  -3.75
H  1.80  -1.41  -2.71
H  3.24  -1.25  -1.78
C  2.79  -0.85  0.80
H  2.55  -1.27  1.79
H  3.11  0.19  0.96
H  3.66  -1.40  0.41
C  1.11  -2.74  -0.72
H  2.09  -3.19  -0.93
H  0.40  -2.85  -1.55
H  0.72  -3.33  0.19
C  2.16  3.69  -3.24
H  1.37  4.30  -3.71
H  2.99  3.65  -3.96
H  2.55  4.22  -2.37
C  1.73  1.94  -4.93
H  1.59  0.91  -5.27
H  2.74  2.27  -5.20
H  1.00  2.61  -5.41
Pt  -0.82  -2.30  0.34
C  0.57  1.14  -0.39
C  1.26  2.26  -1.05
C  0.42  3.48  -0.72
C  -0.76  3.55  -1.74
C  -0.60  2.93  -3.06
C  -0.27  1.59  -3.39
C  -0.74  0.41  -2.45
C  -0.73  0.72  -0.96
C  -2.66  -1.73  -0.29
H  0.49  1.19  0.72
H  2.28  2.29  -0.67
H  1.05  4.39  -0.62
H  -0.08  3.33  0.26
H  -1.67  3.31  -1.18
H  -0.89  4.63  -1.92
H  -0.86  3.61  -3.84
H  -0.43  1.32  -4.43
H  -0.17  -0.53  -2.63
H  -1.75  0.16  -2.78
H  -1.56  1.38  -0.73
H  -0.97  -0.24  -0.49
H  -3.39  -2.41  0.17
H  -2.75  -1.78  -1.39
H  -2.85  -0.70  0.02
C  1.31  -3.57  5.10
C  1.69  -3.63  3.76
C  0.87  -3.04  2.79
C  -0.37  -2.51  3.18
C  -0.74  -2.45  4.54
C  0.12  -2.95  5.50
N  -1.32  -2.08  2.21
C  -2.43  -1.29  2.61
C  -3.81  -1.59  2.44
C  -4.76  -0.67  2.84
C  -4.42  0.36  3.72
C  -3.08  0.65  3.94
C  -2.12  -0.11  3.31
H  2.00  -4.04  5.81
H  2.62  -4.11  3.42
H  1.13  -2.92  1.75
H  -1.69  -2.00  4.83
H  -0.12  -2.85  6.54
H  -4.09  -2.52  1.96
H  -5.77  -0.80  2.49
H  -5.20  0.98  4.13
H  -2.79  1.46  4.61
H  -1.06  0.13  3.45

=====

Below is C27H42AgSbSi4 as an isolated structure, with properties calculated with wB97M-V/def2-TZVPD.

Values from the calculation:
**DFT total energy**: -2599.327785 Eh
**M**: 708.61 g/mol
**Highest occupied orbital energy**: -0.2703 Eh
**Frontier orbital gap**: 7.82 eV
**LUMO**: 0.464 eV

CARTESIAN COORDINATES (ANGSTROEM)
Ag  0.17  -0.07  -0.07
C  0.39  2.98  5.27
C  0.49  1.71  4.72
C  0.30  1.53  3.36
C  0.00  2.60  2.52
C  -0.10  3.87  3.09
C  0.10  4.06  4.45
Si  -0.23  2.29  0.65
C  0.88  3.60  -0.19
C  2.22  3.29  -0.42
C  3.09  4.20  -1.00
C  2.63  5.45  -1.37
C  1.30  5.78  -1.16
C  0.44  4.86  -0.57
C  -2.02  2.82  0.23
C  -3.00  3.03  1.20
C  -4.31  3.31  0.84
C  -4.67  3.40  -0.49
C  -3.71  3.20  -1.47
C  -2.40  2.91  -1.11
H  0.54  3.12  6.33
H  0.73  0.86  5.35
H  0.38  0.53  2.93
H  -0.32  4.73  2.46
H  0.02  5.05  4.88
H  2.59  2.30  -0.13
H  4.13  3.93  -1.16
H  3.30  6.17  -1.83
H  0.93  6.76  -1.45
H  -0.60  5.13  -0.42
H  -2.73  2.96  2.25
H  -5.06  3.47  1.61
H  -5.69  3.63  -0.77
H  -3.98  3.26  -2.52
H  -1.65  2.75  -1.89
C  0.50  -6.27  -2.07
Si  1.13  -5.15  -0.69
C  3.02  -5.07  -0.77
C  0.56  -5.82  0.97
Sb  0.32  -2.72  -0.78
Si  -2.23  -2.96  -0.87
C  -2.82  -4.38  -1.97
C  -3.01  -1.34  -1.46
C  -2.78  -3.28  0.90
Si  0.96  -2.00  -3.17
C  0.00  -0.44  -3.64
C  2.79  -1.57  -3.10
C  0.66  -3.33  -4.47
H  0.89  -7.28  -1.95
H  0.80  -5.90  -3.05
H  -0.59  -6.33  -2.07
H  3.46  -6.07  -0.66
H  3.41  -4.44  0.02
H  3.35  -4.66  -1.73
H  0.92  -6.84  1.14
H  -0.53  -5.85  1.02
H  0.92  -5.20  1.79
H  -2.43  -4.29  -2.99
H  -3.91  -4.39  -2.03
H  -2.50  -5.34  -1.57
H  -2.76  -1.14  -2.50
H  -2.67  -0.49  -0.86
H  -4.09  -1.40  -1.38
H  -2.34  -4.20  1.30
H  -3.87  -3.38  0.97
H  -2.48  -2.46  1.56
H  0.13  0.36  -2.90
H  -1.07  -0.63  -3.73
H  0.36  -0.05  -4.60
H  2.99  -0.78  -2.38
H  3.15  -1.23  -4.08
H  3.39  -2.44  -2.81
H  -0.37  -3.68  -4.46
H  1.31  -4.19  -4.30
H  0.88  -2.94  -5.47